(1)
{
  "formula": "C16H24FO12",
  "method": "ωB97M-V with the def2-TZVPD basis set",
  "e_homo_ev": -5.92,
  "max_force_ev_per_a": 13.1,
  "e_above_lowest_kcal_mol": 502.7,
  "e_lumo_ev": 2.47,
  "charge": -1,
  "species": ["F", "C", "C", "C", "O", "C", "O", "O", "H", "H", "H", "H", "H", "H", "C", "C", "C", "O", "C", "O", "O", "H", "H", "H", "H", "H", "H", "C", "C", "C", "O", "C", "O", "O", "H", "H", "H", "H", "H", "H", "C", "C", "C", "O", "C", "O", "O", "H", "H", "H", "H", "H", "H"],
  "xyz": [[10.5730, 29.7145, -12.2079], [8.4764, 31.7010, -12.3828], [8.5816, 30.2655, -12.7086], [8.4556, 29.3161, -11.5433], [7.6634, 28.2950, -12.0339], [6.9983, 28.7278, -13.0911], [6.1182, 28.0846, -13.6458], [7.3684, 30.0108, -13.4127], [7.7579, 32.0885, -11.6605], [8.2384, 32.2256, -13.3082], [9.4500, 32.0497, -12.0386], [9.4195, 29.9429, -13.3265], [7.9989, 29.8969, -10.7420], [9.3931, 28.8131, -11.3060], [12.0923, 30.2868, -14.5740], [10.7927, 30.9035, -13.9473], [11.0819, 31.8931, -12.7483], [10.1572, 32.9729, -13.1168], [9.5629, 32.8037, -14.2540], [8.7460, 33.5829, -14.7453], [10.0497, 31.6776, -14.8547], [12.9064, 30.9727, -14.8082], [11.8728, 29.6574, -15.4365], [12.4383, 29.5550, -13.8440], [10.1158, 30.1135, -13.6220], [12.1040, 32.2707, -12.7782], [10.8989, 31.5204, -11.7405], [11.8806, 27.9191, -13.2543], [10.5292, 27.2216, -13.0609], [9.3296, 28.1633, -12.9912], [8.3055, 27.4301, -13.5656], [8.8348, 26.5243, -14.4015], [8.1518, 25.7532, -15.0374], [10.1372, 26.5046, -14.2366], [12.6138, 27.1713, -13.5565], [12.2144, 28.3629, -12.3164], [11.8930, 28.7584, -13.9496], [10.5066, 26.5916, -12.1717], [9.4392, 29.0172, -13.6596], [8.9422, 28.4271, -12.0071], [11.1265, 27.4268, -9.4655], [11.1074, 28.9154, -9.0398], [10.4959, 29.9585, -9.9800], [9.4452, 30.6285, -9.2121], [9.4065, 30.1081, -7.9710], [8.5853, 30.3514, -7.0939], [10.2764, 29.0353, -7.9048], [10.4984, 27.3034, -10.3477], [10.7539, 26.6869, -8.7571], [12.1501, 27.1111, -9.6674], [12.1017, 29.2437, -8.7372], [10.0006, 29.6476, -10.8998], [11.3237, 30.6028, -10.2765]],
  "forces_ev_per_a": [[4.8, -2.0, 1.7], [-0.4, 0.2, 1.5], [-4.0, 2.8, 1.7], [-5.9, 7.6, 5.4], [-10.8, 2.1, 7.1], [-5.3, 0.1, -2.3], [0.5, 2.3, 1.4], [-0.9, -2.5, -0.2], [-0.5, -0.9, 0.2], [-0.9, -0.5, 0.9], [-2.8, -0.9, 1.2], [-7.8, 2.9, 3.5], [-0.6, -0.4, 0.5], [-1.1, 1.4, 2.7], [-0.4, 2.1, 0.0], [3.3, 0.6, -1.3], [0.5, 0.6, -2.4], [4.3, 3.1, 0.3], [0.0, 1.3, -3.3], [1.9, -1.7, 0.8], [-0.9, 1.4, -0.9], [-0.3, 0.5, -0.1], [-0.2, 0.4, -0.3], [1.8, 3.7, -0.1], [7.1, 2.9, -4.0], [0.0, 0.3, -0.3], [-0.1, 0.5, -0.8], [-0.5, -2.5, 0.7], [-0.5, 2.0, -0.5], [7.1, -5.4, -6.0], [3.2, -5.0, -5.1], [-2.4, -1.2, 0.2], [1.2, 0.8, -0.1], [2.2, -1.7, -0.9], [0.2, -0.2, -0.2], [0.0, -0.3, 0.1], [-2.1, -4.4, 0.5], [0.2, -0.7, -0.3], [0.5, -4.7, -1.2], [6.9, -6.9, -6.0], [0.1, 0.4, -0.5], [-0.5, -0.6, 0.3], [0.4, 0.5, 1.6], [1.2, 0.2, 1.3], [-1.7, -1.3, 0.7], [2.2, -0.1, -1.9], [-1.0, 0.9, 1.6], [0.3, -0.1, -0.1], [-0.1, 0.6, 0.5], [0.0, 0.1, -0.4], [0.2, -0.2, 0.0], [2.3, 1.3, 2.6], [-0.5, 0.6, 0.4]],
  "nbo_charge": [-0.81, -0.64, 0.15, -0.23, -0.50, 0.99, -0.61, -0.50, 0.22, 0.22, 0.24, 0.12, 0.22, 0.32, -0.62, 0.15, -0.11, -0.52, 0.98, -0.62, -0.51, 0.20, 0.22, 0.23, 0.18, 0.19, 0.24, -0.61, 0.10, -0.10, -0.52, 0.99, -0.61, -0.51, 0.19, 0.22, 0.20, 0.16, 0.14, 0.21, -0.63, 0.09, -0.14, -0.50, 0.98, -0.60, -0.51, 0.20, 0.24, 0.21, 0.17, 0.28, 0.17]
}

***

(2)
{
  "formula": "C16H24I2NO6",
  "method": "ωB97M-V with the def2-TZVPD basis set",
  "e_homo_ev": -11.57,
  "max_force_ev_per_a": 2.9,
  "e_lumo_ev": -4.54,
  "charge": 1,
  "species": ["C", "C", "I", "C", "I", "C", "C", "N", "C", "C", "O", "O", "C", "C", "C", "O", "O", "C", "C", "O", "H", "H", "H", "H", "H", "H", "H", "H", "H", "H", "H", "H", "H", "H", "H", "H", "C", "C", "C", "O", "C", "H", "H", "H", "H", "H", "H", "H", "H"],
  "xyz": [[-4.1128, -1.7515, -1.4115], [-2.5468, -1.9273, -1.5789], [-1.8934, -3.9038, -0.9132], [-1.6967, -0.7423, -0.9821], [0.3474, -0.8608, -1.7039], [-1.6840, -0.6644, 0.5701], [-0.8797, -1.5225, 1.4400], [-0.8591, -1.4113, 2.8053], [-1.5824, -0.4626, 3.4770], [-1.5092, -0.3246, 5.0426], [-0.3748, -1.0160, 5.5855], [0.7743, -0.3472, 5.2318], [-2.4478, 0.4540, 2.7581], [-2.4978, 0.3573, 1.2772], [-3.4157, 1.3852, 0.5408], [-4.5965, 1.2268, 0.5094], [-2.8160, 2.4854, -0.0435], [-1.7996, 3.0943, 0.7836], [-0.3288, 2.6350, 0.4061], [0.6514, 3.5857, 0.8164], [-4.5407, -2.4645, -0.6542], [-4.4395, -0.6952, -1.2449], [-4.5705, -2.0667, -2.3946], [-2.3503, -1.9238, -2.6879], [-2.0981, 0.2479, -1.3450], [-0.2523, -2.3115, 0.9520], [-0.2447, -2.0408, 3.3275], [-2.4654, -0.6140, 5.5466], [-1.3385, 0.7680, 5.2691], [1.0293, 0.2812, 5.9369], [-3.0306, 1.2314, 3.3126], [-2.0050, 3.0111, 1.8854], [-1.8228, 4.2015, 0.5636], [-0.1241, 1.6754, 0.9724], [-0.3168, 2.3835, -0.6879], [1.4846, 3.0835, 0.8775], [4.5074, 0.4142, -4.0920], [5.6741, -0.1413, -3.2987], [4.9694, -0.9630, -2.2347], [3.7461, -1.4373, -2.8177], [3.5246, -0.7416, -4.0558], [4.7698, 0.7175, -5.1055], [4.0852, 1.2809, -3.5742], [6.2777, -0.7940, -3.9356], [6.3266, 0.6254, -2.8811], [4.7112, -0.3496, -1.3642], [5.5665, -1.8117, -1.8970], [3.7097, -1.4458, -4.8731], [2.4852, -0.4102, -4.1104]],
  "forces_ev_per_a": [[-0.1, -0.9, -0.6], [-0.5, 0.9, -0.8], [-0.3, 0.6, -0.2], [-0.3, -0.2, 0.9], [-0.2, 0.1, 0.1], [-0.4, 0.8, 2.6], [-1.0, 0.8, -1.6], [-0.9, 1.1, -1.0], [-1.6, 1.4, -0.2], [0.9, 1.1, -0.7], [-2.2, -0.8, 0.7], [1.5, 1.0, -1.1], [1.4, -1.8, -1.7], [1.3, -1.0, 1.5], [0.4, 0.4, 0.0], [0.5, -0.2, -0.1], [0.0, -1.3, 1.3], [1.8, 1.8, 0.0], [-0.8, -1.4, 0.7], [-0.4, -0.6, -0.3], [0.5, 1.1, -0.5], [0.4, -0.9, 0.1], [0.4, 0.3, 1.0], [0.1, -0.1, 1.3], [0.4, -1.2, 0.2], [-0.5, 0.9, 0.8], [-0.2, 0.3, 0.1], [1.0, -0.3, -0.4], [-0.4, -0.9, -0.4], [-0.6, -0.5, 0.2], [0.6, -0.9, -0.6], [0.1, -0.2, -1.1], [-0.2, -1.2, 0.1], [-0.2, 0.7, -0.7], [0.1, 0.5, 0.8], [-0.4, 0.6, 0.0], [-0.2, 0.3, 0.0], [0.3, -0.2, -0.1], [-0.1, 0.0, 0.3], [0.0, 0.3, -0.1], [0.0, -0.3, -0.2], [0.0, 0.0, 0.0], [0.0, 0.0, -0.1], [0.0, 0.0, 0.1], [0.0, 0.0, 0.0], [0.1, 0.0, 0.0], [-0.1, 0.0, 0.0], [-0.1, 0.1, 0.0], [0.0, -0.1, 0.0]],
  "nbo_charge": [-0.67, -0.33, 0.12, -0.40, 0.19, -0.05, 0.10, -0.45, 0.24, -0.13, -0.26, -0.45, -0.23, -0.01, 0.77, -0.48, -0.50, -0.11, -0.08, -0.70, 0.24, 0.23, 0.24, 0.25, 0.26, 0.28, 0.47, 0.25, 0.22, 0.48, 0.27, 0.18, 0.24, 0.15, 0.18, 0.48, -0.43, -0.43, -0.07, -0.55, -0.07, 0.23, 0.20, 0.21, 0.22, 0.16, 0.19, 0.18, 0.17]
}

***

(3)
{
  "formula": "C16H24INO5PdSb2",
  "method": "ωB97M-V with the def2-TZVPD basis set",
  "e_homo_ev": [-7.04, -7.04],
  "max_force_ev_per_a": 2.5,
  "e_lumo_ev": [-2.17, -2.17],
  "species": ["Pd", "C", "Sb", "C", "C", "C", "C", "C", "C", "C", "C", "C", "Sb", "C", "C", "H", "H", "H", "H", "H", "H", "H", "H", "H", "H", "H", "H", "H", "H", "H", "H", "H", "H", "H", "H", "O", "C", "O", "C", "O", "O", "N", "C", "O", "C", "I", "H", "H", "H", "H"],
  "xyz": [[0.2618, -0.8059, -1.4162], [2.8035, -1.1667, 1.9711], [1.9856, -0.0287, 0.3343], [3.8878, 0.5875, -0.4698], [1.5626, 1.8037, 1.4872], [0.3704, 1.6324, 2.3565], [0.5504, 1.2332, 3.6804], [-0.5189, 1.0863, 4.5426], [-1.8006, 1.3354, 4.0848], [-1.9935, 1.7264, 2.7753], [-0.9307, 1.8727, 1.8884], [-1.2286, 2.3040, 0.5003], [-1.7360, 0.6750, -0.8796], [-2.9010, 1.9578, -2.1474], [-3.3759, -0.1861, 0.2537], [2.0602, -1.3476, 2.7375], [3.6244, -0.5994, 2.3907], [3.1756, -2.1132, 1.5983], [4.4581, 1.0952, 0.3052], [3.7226, 1.2522, -1.3113], [4.4120, -0.2982, -0.8233], [1.4544, 2.6188, 0.7709], [2.4617, 1.9687, 2.0797], [1.5538, 1.0458, 4.0367], [-0.3520, 0.8051, 5.5706], [-2.6452, 1.2443, 4.7496], [-2.9892, 1.9467, 2.4204], [-0.4053, 2.8383, 0.0304], [-2.1205, 2.9273, 0.4785], [-3.6996, 2.3754, -1.5416], [-3.3103, 1.4036, -2.9849], [-2.2496, 2.7391, -2.5304], [-4.1032, 0.5915, 0.4524], [-3.0110, -0.5865, 1.1946], [-3.8539, -0.9795, -0.3139], [-0.9948, 0.7513, -3.8968], [-0.1536, -0.0507, -3.5928], [0.0643, -1.2468, -3.7176], [1.2061, 0.7645, -2.7109], [2.2299, 0.1528, -2.9142], [0.8384, 1.7725, -2.1377], [1.2091, -4.4588, -2.8480], [0.7707, -3.5750, -1.9476], [1.5224, -2.8738, -1.2810], [-0.7342, -3.4758, -1.7327], [-1.7249, -5.3855, -1.6225], [2.1888, -4.4616, -3.0817], [0.5814, -4.9728, -3.4426], [-1.1970, -2.9373, -2.5701], [-0.9267, -2.9579, -0.7754]],
  "forces_ev_per_a": [[-1.0, 0.3, 0.7], [-0.1, 0.3, -0.3], [0.7, 0.5, 1.4], [-0.4, -0.1, -0.1], [0.3, -0.5, -0.5], [0.0, 0.0, 0.0], [-0.1, 0.0, -0.1], [0.0, 0.0, 0.0], [-0.1, 0.0, 0.1], [0.0, 0.0, 0.0], [0.0, -0.1, 0.3], [0.1, -0.4, -0.5], [-0.5, 0.8, 0.7], [0.3, -0.3, -0.1], [0.5, 0.0, -0.2], [-0.2, 0.0, 0.1], [0.2, 0.1, 0.2], [0.0, -0.2, -0.1], [0.0, -0.1, 0.1], [0.0, 0.0, 0.0], [0.0, 0.0, 0.0], [0.1, -0.1, 0.0], [0.0, 0.1, 0.0], [0.1, 0.0, 0.0], [0.0, -0.1, 0.1], [-0.1, 0.0, 0.1], [-0.2, 0.0, 0.0], [-0.1, 0.0, -0.1], [0.0, 0.1, 0.0], [0.0, 0.0, 0.2], [0.0, -0.1, 0.0], [0.0, 0.0, 0.0], [-0.1, 0.2, 0.0], [0.1, 0.0, 0.1], [0.0, -0.1, -0.1], [0.1, 0.4, -0.4], [-1.8, -1.5, -0.4], [0.2, -0.5, -1.0], [1.8, 1.1, 1.3], [0.1, 0.1, -0.7], [-0.1, 0.9, -0.6], [0.2, -0.1, -0.3], [-0.3, -0.4, 0.2], [0.3, -0.2, -0.2], [-0.3, 0.1, 0.0], [0.1, 0.2, 0.0], [0.0, 0.1, 0.1], [-0.1, 0.0, 0.1], [0.2, -0.2, 0.3], [0.1, -0.3, -0.5]],
  "nbo_charge": [0.29, -1.00, 1.14, -0.96, -0.74, -0.03, -0.20, -0.21, -0.22, -0.20, -0.06, -0.74, 1.32, -0.96, -1.00, 0.23, 0.22, 0.24, 0.22, 0.25, 0.24, 0.24, 0.23, 0.21, 0.21, 0.21, 0.20, 0.25, 0.23, 0.22, 0.25, 0.25, 0.23, 0.24, 0.23, -0.59, 0.73, -0.66, 0.72, -0.58, -0.65, -0.79, 0.67, -0.65, -0.65, 0.09, 0.41, 0.41, 0.28, 0.25]
}

***

(4)
{
  "formula": "C16H24INO6Pb",
  "method": "ωB97M-V with the def2-TZVPD basis set",
  "e_homo_ev": -8.12,
  "max_force_ev_per_a": 0.9,
  "e_above_lowest_kcal_mol": 14.5,
  "e_lumo_ev": -0.06,
  "species": ["Pb", "O", "C", "O", "C", "O", "C", "C", "O", "O", "H", "H", "H", "H", "H", "C", "C", "C", "C", "C", "C", "C", "C", "C", "C", "H", "H", "H", "H", "H", "H", "H", "H", "H", "H", "H", "H", "H", "H", "H", "N", "C", "O", "C", "I", "H", "H", "H", "H"],
  "xyz": [[0.1363, 0.6577, -0.3423], [4.6684, 1.1873, 0.9631], [3.4892, 0.6493, 0.4638], [2.4127, 1.3798, 0.6365], [3.7924, 0.2631, -0.9765], [2.7781, -0.6112, -1.4436], [2.8907, -1.8554, -0.7817], [2.8218, -1.7464, 0.7306], [2.3973, -2.6572, 1.3990], [3.3201, -0.6456, 1.2748], [4.4469, 1.6152, 1.7996], [3.7590, 1.1666, -1.5798], [4.7742, -0.2104, -1.0655], [2.0818, -2.4918, -1.1166], [3.8444, -2.3362, -1.0323], [-1.1997, -0.7200, -2.2254], [-1.2355, -1.4765, -1.0261], [-2.0320, -0.7563, -0.0773], [-2.4865, 0.4273, -0.6983], [-1.9598, 0.4599, -2.0213], [-2.2949, 1.4651, -3.0850], [-3.4349, 1.4076, -0.0711], [-2.4737, -1.2640, 1.2619], [-0.7927, -2.9014, -0.8552], [-0.5637, -1.1397, -3.5188], [-1.4337, 1.7015, -3.7114], [-2.6568, 2.4006, -2.6598], [-3.0780, 1.0796, -3.7440], [-3.1001, 1.7114, 0.9231], [-4.4278, 0.9627, 0.0379], [-3.5441, 2.3073, -0.6761], [-1.7668, -1.9873, 1.6705], [-3.4454, -1.7608, 1.1786], [-2.5762, -0.4505, 1.9819], [-0.2598, -3.0751, 0.0827], [-0.1442, -3.2178, -1.6721], [-1.6638, -3.5623, -0.8674], [-1.2514, -1.7491, -4.1124], [0.3417, -1.7269, -3.3582], [-0.2840, -0.2794, -4.1284], [1.3030, 2.0271, 2.9547], [-0.0113, 1.8041, 3.0282], [-0.6675, 1.4401, 2.0543], [-0.6518, 1.9686, 4.3930], [-2.5943, 2.8090, 4.2801], [1.7934, 1.8352, 2.0650], [1.8136, 2.3089, 3.7718], [-0.0662, 2.6006, 5.0534], [-0.7681, 0.9858, 4.8421]],
  "forces_ev_per_a": [[0.1, 0.1, 0.0], [0.0, 0.1, 0.2], [0.1, 0.0, 0.0], [0.1, -0.2, -0.2], [-0.2, 0.0, 0.0], [0.0, 0.0, -0.1], [-0.1, 0.1, 0.0], [0.1, 0.1, 0.1], [0.0, 0.0, 0.0], [-0.2, 0.0, -0.1], [0.0, 0.0, -0.1], [0.0, 0.0, 0.0], [0.0, 0.0, 0.0], [-0.1, -0.1, -0.1], [0.0, 0.0, 0.0], [0.0, 0.0, -0.1], [0.0, -0.1, 0.0], [0.0, 0.0, 0.1], [0.0, 0.1, 0.1], [-0.1, -0.1, -0.2], [0.1, 0.0, 0.0], [0.0, 0.0, 0.0], [0.0, 0.0, 0.0], [0.1, 0.1, 0.0], [0.0, 0.0, 0.0], [0.0, 0.0, 0.0], [0.0, 0.0, 0.0], [0.0, 0.0, 0.0], [0.0, 0.0, 0.0], [0.0, 0.0, 0.0], [0.0, 0.0, 0.0], [0.0, 0.0, 0.0], [0.0, 0.0, 0.0], [0.0, 0.0, 0.0], [0.0, 0.0, 0.0], [0.0, 0.0, 0.0], [0.0, 0.0, 0.0], [0.0, 0.0, 0.0], [0.0, 0.0, 0.0], [0.0, 0.0, 0.0], [-0.6, 0.2, 0.6], [0.6, 0.2, 0.2], [-0.3, -0.2, -0.3], [0.0, 0.0, -0.1], [0.0, 0.0, 0.0], [0.3, -0.2, -0.2], [0.0, 0.0, 0.0], [0.0, 0.0, 0.0], [0.0, 0.0, 0.0]],
  "nbo_charge": [1.44, -0.71, 0.74, -0.91, -0.13, -0.53, -0.19, 0.76, -0.59, -0.54, 0.47, 0.21, 0.19, 0.22, 0.20, -0.16, -0.14, -0.18, -0.08, -0.13, -0.64, -0.66, -0.64, -0.65, -0.63, 0.21, 0.22, 0.22, 0.23, 0.22, 0.21, 0.22, 0.22, 0.23, 0.23, 0.21, 0.22, 0.22, 0.22, 0.22, -0.79, 0.67, -0.71, -0.62, 0.13, 0.45, 0.39, 0.23, 0.25]
}